Entry 1:
Entry from OMol25: 2 unconnected molecules or ions with the total composition C5H6Br2 at a distorted geometry (the ωB97M-V functional and the def2-TZVPD basis).

Bonds (Å) are listed after each position.
Atoms and positions in Å:
1 C -0.0301 -1.8704 -0.5677  C3 1.489, Br6 1.940
2 C -1.4385 1.1162 -0.1402  C5 1.194, Br7 1.831
3 C 0.3530 -1.7923 0.8686  C1 1.489, H8 1.119, H9 1.095, H10 1.094
4 C 0.9900 2.1000 -0.4953  C5 1.468, H11 1.116, H12 1.102, H13 1.130
5 C -0.2913 1.4406 -0.2131  C2 1.194, C4 1.468
6 Br -1.7123 -2.8131 -0.7761  C1 1.940
7 Br -3.0800 0.3051 -0.1130  C2 1.831
8 H 0.2041 -0.7172 1.1412  C3 1.119
9 H 1.4225 -2.0268 0.8761  C3 1.095
10 H -0.1310 -2.6433 1.3561  C3 1.094
11 H 1.3214 1.4972 -1.3740  C4 1.116
12 H 1.6054 2.2949 0.3980  C4 1.102
13 H 0.7867 3.1093 -0.9607  C4 1.130

Properties
E_LUMO	-0.0176	Ha
spin multiplicity	1
HOMO-LUMO gap	8.241	eV
energy relative to the best compared isomer or geometry (same formula, charge and spin)	119.4	kcal/mol
charge	0

***

Entry 2:
Entry from OMol25: 2 unconnected molecules or ions with the total composition C7H13NO3 at a distorted geometry (the ωB97M-V functional and the def2-TZVPD basis).

Bonds (Å) are listed after each position.
Atoms and positions in Å:
1 O 0.3789 -2.5950 -0.3025  C2 1.194
2 C 0.9434 -2.4489 -1.3441  O1 1.194, C3 1.494, C5 1.506
3 C 0.7843 -3.0254 -2.7132  C2 1.494, N4 1.484, H6 1.098, H7 1.093
4 N 2.0956 -2.4490 -3.1002  C3 1.484, C5 1.486, H8 1.008
5 C 2.0888 -1.6221 -1.8652  C2 1.506, N4 1.486, H9 1.102, H10 1.096
6 H 0.8039 -4.1235 -2.7341  C3 1.098
7 H -0.0926 -2.6164 -3.2213  C3 1.093
8 H 2.1015 -1.9472 -3.9747  N4 1.008
9 H 1.7904 -0.5661 -1.9724  C5 1.102
10 H 3.0177 -1.6922 -1.2883  C5 1.096
11 C -1.6262 2.9842 3.2637  C12 1.330, H17 1.094, H18 1.085
12 C -2.2702 3.1222 2.1082  C11 1.330, O13 1.366, H19 1.087
13 O -1.8951 2.6739 0.8734  C12 1.366, C14 1.402
14 C -0.6403 2.0614 0.7495  O13 1.402, O15 1.390, H20 1.096, H21 1.113
15 O -0.6345 0.7993 1.3328  C14 1.390, C16 1.401
16 C 0.5218 0.1184 0.9287  O15 1.401, H22 1.097, H23 1.091, H24 1.102
17 H -0.6863 2.4372 3.3796  C11 1.094
18 H -2.1164 3.3995 4.1387  C11 1.085
19 H -3.2471 3.5973 2.0686  C12 1.087
20 H -0.4862 1.9722 -0.3322  C14 1.096
21 H 0.1471 2.7242 1.1742  C14 1.113
22 H 1.4137 0.6574 1.2715  C16 1.097
23 H 0.4849 -0.8818 1.3635  C16 1.091
24 H 0.5970 0.0181 -0.1660  C16 1.102

Properties
E_LUMO	0.0225	Ha
SMILES string	O=C1CNC1.C=COCOC
spin multiplicity	1
HOMO-LUMO gap	9.616	eV
energy relative to the best compared isomer or geometry (same formula, charge and spin)	96.1	kcal/mol
charge	0

***

Entry 3:
Entry from OMol25: a gas-phase ion, C2H8NO (charge +1) at a distorted geometry (the ωB97M-V functional and the def2-TZVPD basis).

Bonds (Å) are listed after each position.
Atoms and positions in Å:
1 C -1.0580 -0.7428 0.0431  C2 1.531, H5 1.140, H6 1.001, H7 1.090
2 C 0.2919 -0.1277 -0.3371  C1 1.531, N3 1.574, O4 1.382, H8 1.233
3 N 0.3831 1.3671 0.1482  C2 1.574, H9 0.955, H10 1.086, H11 1.079
4 O 1.4548 -0.7295 0.1049  C2 1.382, H12 1.027
5 H -1.1619 -0.6969 1.1779  C1 1.140
6 H -1.8458 -0.3352 -0.4198  C1 1.001
7 H -1.0965 -1.8010 -0.2168  C1 1.090
8 H 0.4863 -0.3206 -1.5391  C2 1.233
9 H -0.5276 1.6466 0.2223  N3 0.955
10 H 0.8161 1.8510 -0.7221  N3 1.086
11 H 1.0009 1.5361 1.0166  N3 1.079
12 H 1.2566 -1.6471 0.5220  O4 1.027

Properties
E_LUMO	-0.1398	Ha
SMILES string	C[C@@H]([NH3+])O
spin multiplicity	1
HOMO-LUMO gap	11.889	eV
energy relative to the best compared isomer or geometry (same formula, charge and spin)	37.3	kcal/mol
charge	+1

***

Listing E_HOMO for the structures above in their given order: -8.719, -9.002, -15.693 eV.